[1]
Below is a cluster of 11 separate species, C47H74N9O16 in total at a distorted geometry, with properties calculated with ωB97M-V/def2-TZVPD.

E_LUMO	0.99	eV
strongest force on any atom	6.21	eV/Å
net charge	-1
relative energy (zero: lowest compared OMol25 entry of this formula, charge and spin)	0.00	kcal/mol
Kohn-Sham gap	5.310	eV
energy	-96107.201	eV

XYZ file:
```
146
Properties=species:S:1:pos:R:3:forces:R:3
C 0.176716 4.733962 -5.868072 0.1 1.8 0.8
C 0.024015 3.575630 -6.772559 0.9 -0.8 0.1
C 0.710003 2.301682 -6.278068 1.3 -0.2 1.3
C 0.405800 1.941686 -4.749591 0.2 -0.8 -1.1
N 1.153674 0.703958 -4.133147 -0.1 1.3 -2.1
C 0.754358 -0.449628 -5.043564 0.0 -0.5 0.7
C 0.536131 -1.652486 -4.067123 0.2 1.6 -1.1
C 0.036750 -1.050439 -2.762063 0.9 1.4 -0.1
C 0.583460 0.419783 -2.772886 0.0 0.2 1.0
C 2.749752 0.833659 -4.096283 -1.2 -0.3 0.3
C 3.258836 2.040486 -3.327978 0.6 0.0 -0.5
C 4.813222 2.059149 -3.266214 -1.0 -0.3 -0.2
H 0.042541 5.634099 -6.467944 -0.8 0.2 0.2
H 1.213355 4.920174 -5.587342 0.3 -0.6 0.3
H -0.427130 4.774639 -4.961530 -0.1 0.0 -0.1
H 0.615022 3.961104 -7.603365 -0.4 -0.8 -0.8
H -1.002222 3.327028 -7.042992 0.0 0.4 -0.1
H 1.792453 2.418150 -6.331492 0.3 0.5 0.1
H 0.579586 1.544225 -7.050950 -0.6 -0.6 0.6
H -0.630135 1.605414 -4.706534 -0.1 0.3 0.4
H 0.580536 2.765470 -4.057525 0.0 0.1 -0.3
H 1.528557 -0.500788 -5.809133 0.1 -0.6 0.2
H -0.149687 -0.245287 -5.617190 -0.2 0.4 0.5
H 1.551276 -2.032317 -3.951811 -0.5 -1.1 0.1
H -0.304401 -2.224555 -4.459986 0.9 -0.9 -0.2
H 0.426335 -1.630326 -1.925379 -0.3 0.3 0.2
H -1.051240 -0.985251 -2.751130 0.1 -0.3 0.2
H 1.334963 0.758687 -2.059789 0.3 -1.1 0.2
H -0.184782 1.141548 -2.495471 -0.4 0.0 -0.7
H 3.133207 0.822041 -5.116549 -0.4 0.1 -0.1
H 3.073722 -0.097670 -3.631773 0.0 -0.1 0.2
H 2.811050 2.064283 -2.334496 0.1 0.2 0.0
H 3.048407 2.947984 -3.893903 -0.7 0.2 0.2
H 5.109103 2.897325 -2.635331 0.2 -0.3 0.1
H 5.174842 2.248776 -4.276843 0.2 0.0 0.0
H 5.205950 1.096644 -2.938446 0.2 0.2 0.1
O 1.823381 -1.601176 0.963550 -0.9 0.9 -1.2
C 1.272828 -0.313344 1.127582 0.5 -1.7 1.5
C -0.209615 -0.029670 1.538668 -1.7 -0.5 1.5
O -0.799016 -0.298602 2.825971 1.0 0.0 -0.4
H 1.454037 0.309648 0.251704 -0.1 0.7 -0.9
H 1.837421 0.135529 1.944812 0.2 0.7 0.4
H -0.957319 -0.476793 0.883587 0.3 -0.3 -1.3
H -0.398730 1.034656 1.398865 0.6 1.1 -0.6
C 3.383676 2.916180 2.343936 -1.2 1.1 -0.9
C 2.167543 2.824412 3.036073 1.1 0.9 1.3
C 1.292822 3.913703 3.100693 -0.2 -0.6 -1.0
C 1.536916 5.054100 2.326930 -0.1 0.2 0.0
C 2.648837 5.158683 1.496322 -0.4 -2.0 1.8
C 3.536744 4.049169 1.529286 -0.3 1.2 -1.6
O 4.531750 4.086126 0.549251 1.0 -0.9 0.3
O 0.094785 3.829885 3.721312 -0.1 1.2 -0.1
H 4.086098 2.095894 2.332288 0.1 0.1 -0.1
H 2.022966 2.056213 3.781308 -0.2 -0.6 -0.3
H 0.816333 5.858243 2.349409 -0.2 0.0 0.1
H 2.755660 6.059608 0.910386 0.4 -0.1 -0.2
H 4.323858 4.681102 -0.174886 -0.2 0.2 0.4
H -0.004882 3.109682 4.348195 0.3 -1.0 0.2
C -5.897453 -0.835394 3.015536 0.6 0.2 -0.5
C -6.801010 -0.713613 1.967408 0.5 -0.2 1.5
C -6.357187 -0.176443 0.796969 -2.6 -0.3 0.0
C -5.110961 0.229637 0.537229 1.5 0.4 -1.4
C -4.142015 -0.018851 1.448156 -0.9 0.3 1.3
C -4.594956 -0.486099 2.705455 3.2 0.1 0.1
O -3.594552 -0.565842 3.631595 -1.7 -0.6 1.7
O -7.286715 0.050579 -0.162429 -1.1 0.1 -1.3
H -6.179662 -1.130630 4.015329 0.1 -0.1 0.0
H -7.838668 -0.955380 2.144075 -0.2 0.0 -0.2
H -4.941907 0.711870 -0.414228 0.2 0.0 -0.1
H -3.124941 0.314651 1.304189 0.1 -0.2 0.2
H -2.695638 -0.487139 3.303944 1.0 0.2 -0.9
H -8.097779 -0.338775 0.172512 -0.2 0.1 -0.3
C -3.727008 -3.204957 -1.070260 1.6 2.1 1.7
C -2.861247 -2.625418 -0.111838 0.9 -1.2 0.1
C -2.142304 -3.441283 0.816405 -1.1 0.1 -1.2
C -2.349540 -4.819516 0.663983 0.0 0.2 0.4
C -3.077280 -5.391073 -0.388273 0.0 0.6 1.9
C -3.824267 -4.560437 -1.201508 2.0 0.5 1.5
O -4.437565 -4.913885 -2.292078 -2.3 -1.7 -3.3
O -1.297009 -2.992395 1.769446 -0.5 -1.2 -0.5
H -4.206271 -2.527091 -1.761064 -0.2 -0.2 -0.2
H -2.531939 -1.600286 -0.195889 -0.6 0.3 0.2
H -1.930775 -5.464815 1.422024 0.4 -0.2 -0.1
H -3.062400 -6.470970 -0.388003 -0.3 -0.1 -0.5
H -4.433736 -5.860408 -2.452305 0.1 -0.1 0.2
H -1.219283 -2.035858 1.793984 0.1 0.7 0.5
C 0.719783 -6.559718 -0.512285 1.2 0.1 -0.1
C 0.111213 -7.601405 -1.115902 -1.1 -1.6 -2.4
C -0.710774 -7.411672 -2.264518 -0.1 2.6 1.2
C -1.020601 -6.052427 -2.636854 1.1 -1.3 0.9
C -0.431804 -4.971412 -1.941001 0.1 -2.0 -0.8
C 0.525710 -5.285522 -0.970720 -1.6 1.1 -0.3
O 1.213798 -4.364271 -0.326152 1.3 1.0 0.7
O -1.372622 -8.393689 -2.948570 -0.2 -0.2 -0.4
H 1.533292 -6.699405 0.184201 -0.3 -0.1 0.4
H 0.406476 -8.605918 -0.851014 -0.2 -0.3 0.2
H -1.688157 -5.897558 -3.471593 -0.2 0.1 0.0
H -0.710722 -3.955300 -2.177924 0.1 0.1 0.0
H 0.934465 -3.457875 -0.474535 -0.1 0.5 0.4
H -1.159934 -9.282381 -2.654336 0.3 0.1 0.3
C -2.158971 1.772039 8.112521 0.1 -1.4 0.3
C -1.341093 2.015796 7.053678 1.2 -0.6 -1.8
C -0.857545 0.962146 6.270918 -0.6 0.0 -1.8
C -1.236873 -0.347590 6.507739 -0.5 0.1 0.3
C -2.127587 -0.646783 7.545777 0.4 1.4 0.2
C -2.548875 0.422937 8.359449 0.1 0.8 1.4
O -3.295054 0.185778 9.541627 0.2 -0.7 -1.1
O -0.235660 1.280666 5.044424 0.4 1.3 2.6
H -2.382223 2.621236 8.741345 -0.6 -0.2 0.3
H -1.049383 2.969255 6.638686 -0.2 0.5 0.6
H -0.917143 -1.127805 5.832878 0.1 0.0 -0.1
H -2.410275 -1.682158 7.666138 -0.3 0.1 0.4
H -3.177070 0.899175 10.173089 0.1 0.2 -0.3
H -0.574342 0.734124 4.331563 -0.1 -1.5 -1.5
C 4.570604 -1.475418 -1.598080 -0.6 -1.3 -0.4
O 5.482765 -1.594137 -2.341155 3.7 -0.7 -3.7
N 4.505347 -0.449317 -0.821545 0.4 4.7 2.7
N 3.564369 -2.269701 -1.460271 -3.8 -2.8 0.0
H 3.684893 -0.223235 -0.277626 0.0 0.1 0.2
H 5.184070 0.239361 -1.113355 -0.3 0.2 0.8
H 2.929651 -2.044144 -0.707702 -0.8 -0.2 0.8
H 3.322927 -3.089016 -1.999274 0.8 0.2 0.1
C 4.927549 -2.786721 2.616408 -0.9 -2.6 0.7
O 4.231740 -3.752655 2.934852 0.5 0.0 0.4
N 4.473271 -1.751738 2.008626 -0.5 3.1 -1.5
N 6.250108 -2.761534 2.833518 2.4 -1.2 1.1
H 3.504309 -1.767539 1.724065 -1.2 0.3 -0.6
H 5.158906 -1.152026 1.572337 -0.6 0.1 -0.1
H 6.900081 -2.010080 2.652017 -0.5 -0.2 0.1
H 6.514435 -3.536885 3.424336 0.5 0.3 -0.2
C -0.063010 4.467737 -1.367339 -1.4 -1.8 1.3
O -1.240261 4.319833 -1.370163 -3.8 0.5 -0.6
N 0.722205 3.610015 -0.803170 2.4 -3.6 1.3
N 0.644182 5.433912 -1.808439 1.7 4.7 -2.9
H 1.698202 3.803571 -0.976555 -0.1 -1.3 1.4
H 0.293390 2.952471 -0.167674 0.9 -0.3 0.0
H 0.137939 6.269710 -2.063918 0.8 0.1 -0.3
H 1.638661 5.284001 -1.715619 -0.4 1.5 -0.3
C -3.112929 3.477895 2.323623 -1.4 0.3 2.2
O -4.097464 4.132648 2.549988 -2.3 1.7 0.0
N -2.705128 2.539988 3.101914 0.6 -3.8 3.6
N -2.275203 3.695022 1.394537 2.6 2.2 -5.2
H -3.137624 2.496202 4.013574 0.1 -0.5 -0.3
H -1.860891 2.020108 2.909313 -0.2 -0.2 0.5
H -2.505375 4.519991 0.859234 0.6 -0.5 -0.6
H -1.505795 3.069148 1.203767 -0.2 0.6 -0.1
```
Positions in Å, forces in eV/Å.

Löwdin atomic charge list, values in e, 2 entries:
1 C -0.14
2 C -0.27

---

[2]
Below is a structure of composition H3N6 at a distorted geometry, with properties calculated with ωB97M-V/def2-TZVPD.

E_LUMO	-6.07	eV
strongest force on any atom	7.63	eV/Å
net charge	+1
relative energy (zero: lowest compared OMol25 entry of this formula, charge and spin)	41.83	kcal/mol
Kohn-Sham gap	10.815	eV
energy	-8976.355	eV

XYZ file:
```
9
Properties=species:S:1:pos:R:3:forces:R:3
N -1.854402 0.515476 -1.606228 -1.9 2.5 -1.7
N -1.342415 -0.477814 -1.068213 -0.9 -2.2 -0.2
N -0.114149 1.182170 -0.557199 1.6 2.5 0.6
N -1.088902 1.585331 -1.281299 -0.5 -3.5 0.1
N -0.306920 -0.044324 -0.462840 4.6 -3.4 5.1
N 0.822280 -1.055294 0.482123 -0.8 1.4 -4.5
H -1.245631 2.494309 -1.620631 -0.2 1.6 -0.4
H 0.368127 -1.859954 0.836210 -1.8 -0.8 0.1
H 1.246877 -0.552584 1.216793 -0.1 1.9 1.0
```
Positions in Å, forces in eV/Å.

natural (NBO) atomic charge list, values in e, 2 entries:
1 N 0.06
2 N 0.03